[1]
{"formula": "C3H4NO", "method": "the ωB97M-V functional and the def2-TZVPD basis", "homo_energy_ev": -3.829, "total_energy_ha": -246.5983, "gap_ha": 0.304, "charge": -1, "de_lowest_ev": 0.507, "symbols": ["O", "N", "C", "C", "C", "H", "H", "H", "H"], "xyz": [[-1.00199, -0.93514, -2.60770], [0.83483, -1.17742, 0.58405], [0.49612, -0.52592, -0.51360], [0.56297, 0.22626, 0.67259], [0.36225, 1.10092, 1.60977], [-1.87164, -0.79921, -2.11181], [0.51005, 0.93788, 2.59479], [0.26150, 2.08853, 1.35490], [-0.15410, -0.91590, -1.58299]], "forces_ev_per_a": [[-1.227, -0.051, 1.772], [-0.448, 1.512, -0.848], [0.347, -1.487, 0.627], [0.172, -2.769, -0.411], [0.066, 0.730, -1.182], [1.680, -0.286, -1.090], [0.584, -0.947, 3.086], [-0.684, 2.413, -0.687], [-0.490, 0.885, -1.266]], "lowdin_charge": [-0.46, 0.09, -0.08, -0.41, -0.05, -0.05, -0.02, -0.01, 0.00]}



[2]
{"formula": "C4H6N6", "method": "the ωB97M-V functional and the def2-TZVPD basis", "homo_energy_ev": -9.703, "total_energy_ha": -484.4357, "gap_ha": 0.360, "charge": 0, "de_lowest_ev": 0.912, "symbols": ["N", "N", "N", "N", "N", "N", "C", "C", "C", "C", "H", "H", "H", "H", "H", "H"], "xyz": [[-0.90461, 0.14139, -0.46258], [-2.96427, 0.58185, -0.13136], [1.93090, 0.61308, -2.05927], [-2.73395, 0.69140, -1.45168], [0.09686, -1.04512, 1.68841], [-1.92155, 0.22771, 0.45453], [1.91072, 0.58169, -0.92385], [1.71235, 0.32159, 0.47159], [0.69418, -0.70453, 0.54372], [-1.47987, 0.41394, -1.62869], [1.45504, 1.35798, 0.98499], [-0.83925, 0.52220, -2.54745], [0.93012, -1.66134, -0.05347], [2.67722, -0.00133, 0.87078], [-0.58595, -1.65785, 1.79892], [0.02206, -0.38267, 2.44539]], "forces_ev_per_a": [[0.526, -0.974, 2.081], [-1.331, 0.096, -0.974], [0.305, 0.290, -1.375], [-1.363, 0.674, -0.951], [4.192, 4.093, 0.681], [2.689, -0.533, 0.794], [-0.037, -0.008, 0.012], [0.705, 3.531, 1.186], [-2.658, -3.374, -0.346], [2.245, 0.307, -1.164], [0.220, -2.277, -0.779], [-1.256, -0.313, 0.969], [-0.766, 1.960, 0.246], [-0.180, -0.231, 0.299], [-3.438, -3.766, -0.382], [0.148, 0.527, -0.296]], "lowdin_charge": [-0.03, -0.09, 0.19, -0.02, 0.14, -0.08, -0.26, -0.17, -0.20, -0.28, 0.19, 0.11, 0.18, 0.14, 0.05, 0.12]}



[3]
{"formula": "C4H11N3O2", "method": "the ωB97M-V functional and the def2-TZVPD basis", "homo_energy_ev": -8.731, "total_energy_ha": -473.6473, "gap_ha": 0.337, "charge": 0, "de_lowest_ev": 4.230, "smiles": "[H]/N=C(/N)NC.CC(=O)O", "symbols": ["O", "O", "N", "N", "N", "C", "C", "C", "C", "H", "H", "H", "H", "H", "H", "H", "H", "H", "H", "H"], "xyz": [[-1.14429, -1.72450, -0.98078], [-3.28162, -2.30986, -0.57775], [0.60126, 0.53304, -1.65302], [1.17786, 2.07988, 0.37121], [-1.00825, 1.24214, -0.02190], [2.43010, 1.46750, 0.42855], [-1.55168, -1.95430, 1.23640], [0.25595, 1.28563, -0.47198], [-2.21142, -1.89852, -0.25848], [1.70480, 0.18253, -1.33593], [-1.38557, 1.98554, 0.45098], [-1.02027, -2.10951, -1.89286], [1.21799, 3.06956, 0.08441], [-2.34730, -1.57292, 1.92647], [-0.75524, -1.19605, 1.55193], [2.32452, 0.41408, 0.59243], [-1.05759, -2.83089, 1.39562], [3.24113, 1.56669, -0.29834], [-0.02136, -0.15895, -1.89253], [2.83100, 1.92890, 1.34558]], "forces_ev_per_a": [[2.796, 0.108, -3.356], [-0.219, 0.601, -0.224], [7.058, 2.822, 4.661], [-1.896, -0.126, -3.515], [3.649, -2.695, -4.930], [2.731, 0.450, 2.120], [-2.520, 5.465, 0.064], [-5.517, 0.676, 1.962], [1.300, -1.933, 3.619], [-4.216, 0.610, -2.075], [-0.069, 2.102, 2.252], [-1.385, 0.405, 1.121], [-0.131, -0.737, 0.057], [0.391, -1.521, -0.162], [-0.845, -0.522, -1.618], [-0.138, -0.664, 0.453], [0.398, -2.925, 0.481], [-0.433, 0.446, -0.791], [-1.597, -1.854, -0.044], [0.643, -0.707, -0.075]], "lowdin_charge": [0.04, 0.12, 0.11, -0.06, 0.11, -0.21, 0.01, -0.44, -0.56, 0.17, -0.01, 0.16, 0.13, 0.08, 0.08, 0.07, 0.02, 0.08, 0.00, 0.09]}



[4]
{"formula": "C4H9NOS", "method": "the ωB97M-V functional and the def2-TZVPD basis", "homo_energy_ev": -8.938, "total_energy_ha": -685.9580, "gap_ha": 0.358, "charge": 0, "de_lowest_ev": 1.660, "smiles": "CN[C@@H](C=O)CS", "symbols": ["S", "O", "N", "C", "C", "C", "C", "H", "H", "H", "H", "H", "H", "H", "H", "H"], "xyz": [[2.43856, -0.07443, -0.19965], [-0.95866, 1.96130, -0.61518], [-1.49650, -0.32960, 0.75673], [-0.29316, 1.00747, -0.90477], [0.92365, -0.65300, 0.62965], [-2.57351, -1.22271, 0.36343], [-0.38600, -0.31334, -0.15623], [0.81434, -0.15079, 1.57949], [-3.45359, -1.11159, 0.99229], [0.40676, 1.02277, -1.76433], [0.98249, -1.72728, 0.73947], [3.10564, 0.40058, 0.85595], [-1.83178, 0.62571, 0.82815], [-2.24102, -2.25494, 0.46418], [-0.49248, -1.07482, -0.93644], [-2.89372, -1.08892, -0.67341]], "forces_ev_per_a": [[0.251, -0.017, -0.296], [-0.170, 0.319, 0.038], [-0.354, 0.036, 0.217], [0.315, -0.337, -0.214], [-0.422, 0.520, -0.563], [0.001, -0.254, -0.157], [0.742, -0.203, 0.036], [0.148, -0.084, 0.270], [0.093, 0.177, 0.169], [-0.138, 0.119, 0.163], [-0.049, -0.131, 0.332], [-0.131, -0.060, 0.142], [-0.086, -0.025, 0.066], [0.024, -0.097, 0.028], [-0.148, -0.041, -0.057], [-0.076, 0.079, -0.175]], "lowdin_charge": [0.71, 0.07, -0.09, -0.25, -0.48, -0.12, -0.41, 0.08, 0.08, 0.11, 0.06, -0.15, 0.10, 0.08, 0.14, 0.08]}



[5]
{"formula": "C14H16", "method": "the ωB97M-V functional and the def2-TZVPD basis", "homo_energy_ev": -8.861, "total_energy_ha": -543.0586, "gap_ha": 0.360, "charge": 0, "de_lowest_ev": 0.387, "smiles": "Cc1ccccc1.Cc1ccccc1", "symbols": ["C", "C", "C", "C", "C", "C", "C", "C", "C", "C", "C", "C", "C", "C", "H", "H", "H", "H", "H", "H", "H", "H", "H", "H", "H", "H", "H", "H", "H", "H"], "xyz": [[-2.21146, 1.94847, 0.98890], [2.00869, 0.40196, -2.52046], [-1.86981, 0.69799, 1.51578], [-1.50204, 0.56040, 2.96994], [1.42778, -1.65019, -1.38832], [2.08934, -2.02914, 0.98092], [2.64777, 0.85981, -1.37730], [2.69698, 0.07969, -0.24345], [-2.61591, 2.05608, -0.33045], [1.35134, -0.81249, -2.51274], [-1.93487, -0.39771, 0.67166], [2.01912, -1.15136, -0.24433], [-2.16168, -0.28154, -0.69393], [-2.57320, 0.95567, -1.17907], [2.12973, -1.46984, 1.92272], [-2.20395, 2.83509, 1.61665], [3.22261, 0.30791, 0.67517], [1.30160, -2.77628, 1.01999], [0.79787, -1.11414, -3.39193], [-1.86170, -1.05166, -1.38358], [3.03209, -2.59792, 1.00015], [-2.07854, 1.26577, 3.57242], [0.89571, -2.59148, -1.46593], [-1.64722, -0.44190, 3.34905], [3.11511, 1.82828, -1.42705], [-0.45174, 0.85375, 3.10226], [1.97057, 1.01054, -3.41137], [-2.82173, 1.09659, -2.22831], [-1.73636, -1.38049, 1.10104], [-3.03612, 2.98812, -0.68842]], "forces_ev_per_a": [[-0.034, -0.167, 0.029], [-0.521, 0.017, 0.017], [-0.634, 0.341, 0.034], [0.295, 0.695, -0.189], [-0.849, 1.228, -1.025], [0.769, -0.186, 0.381], [0.431, 0.224, -0.200], [-0.806, -0.939, -0.026], [-0.395, -0.055, 0.040], [0.413, -0.400, 0.186], [0.621, -0.745, 0.186], [0.711, -0.807, 0.646], [0.181, 1.033, 0.084], [0.224, 0.021, -0.243], [-0.368, 0.081, -0.223], [-0.004, -0.125, 0.027], [0.007, 0.534, -0.144], [-0.225, 0.119, 0.019], [0.064, -0.168, -0.044], [-0.542, -0.490, -0.004], [-0.138, 0.070, -0.237], [-0.063, -0.155, 0.030], [0.190, -0.103, 0.492], [0.000, -0.223, 0.042], [0.234, 0.176, 0.183], [-0.111, -0.239, 0.051], [0.025, 0.161, -0.010], [0.073, -0.129, 0.131], [0.177, 0.141, -0.160], [0.275, 0.090, -0.072]], "lowdin_charge": [-0.06, -0.10, -0.28, -0.05, -0.06, -0.06, -0.09, -0.05, -0.10, -0.09, -0.06, -0.29, -0.09, -0.10, 0.07, 0.11, 0.11, 0.07, 0.10, 0.09, 0.08, 0.08, 0.11, 0.07, 0.10, 0.08, 0.10, 0.10, 0.11, 0.10]}



[6]
{"formula": "H4S3", "method": "the ωB97M-V functional and the def2-TZVPD basis", "homo_energy_ev": -9.564, "total_energy_ha": -1196.9170, "gap_ha": 0.345, "charge": 0, "de_lowest_ev": 0.579, "smiles": "SS.S", "symbols": ["S", "S", "S", "H", "H", "H", "H"], "xyz": [[-0.57451, -0.92667, -2.31181], [-0.03112, -0.52996, 1.52583], [0.70650, 1.22464, 2.54445], [1.07462, -1.36814, 1.30196], [-1.09659, -0.23616, -3.25992], [-0.46157, -0.14304, -1.19369], [0.38266, 1.97934, 1.39318]], "forces_ev_per_a": [[1.150, -1.873, 1.699], [0.841, -0.217, 0.510], [-0.752, -0.457, -2.338], [-0.703, 1.244, 0.361], [-0.718, 1.638, -0.634], [-0.432, 0.233, -1.085], [0.614, -0.568, 1.487]], "lowdin_charge": [0.47, 0.18, 0.21, -0.16, -0.27, -0.26, -0.17]}